Record 1
C21H32GeI2N2O3PS2Tm | ωB97M-V/def2-TZVPD

Each line ends with the Löwdin spin population.
Geometry (Å):
Tm  -0.348  0.568  0.426  2.025
I  -1.558  -4.816  6.376  0.000
C  -0.970  -3.858  4.598  0.000
C  0.335  -3.770  4.152  0.000
C  0.775  -2.881  3.207  0.000
I  2.788  -3.126  2.582  0.001
C  -0.101  -1.855  2.637  0.001
O  0.314  -0.783  1.980  0.007
C  -1.487  -1.978  3.073  0.001
C  -2.490  -0.898  2.660  0.006
N  -2.437  -0.151  1.338  0.017
C  -3.221  -0.663  0.197  0.040
C  -2.520  -1.855  -0.340  0.151
C  -3.039  -3.158  -0.299  0.028
C  -2.300  -4.196  -0.875  0.232
C  -0.979  -3.951  -1.242  0.083
C  -0.445  -2.651  -1.099  0.101
N  -1.206  -1.663  -0.591  0.243
C  -1.893  -2.910  4.085  0.001
H  1.104  -4.413  4.545  0.000
H  -2.429  -0.041  3.381  0.001
H  -3.529  -1.347  2.769  0.001
H  -2.826  0.733  1.623  0.004
H  -3.216  0.071  -0.634  0.011
H  -4.287  -0.893  0.499  0.003
H  -4.009  -3.324  0.022  -0.004
H  -2.778  -5.188  -1.010  0.018
H  -0.377  -4.786  -1.601  0.003
H  0.532  -2.432  -1.371  0.007
H  -2.870  -2.889  4.543  0.000
C  1.664  -1.803  -5.503  0.001
C  0.482  -1.051  -4.898  0.002
O  1.052  0.227  -4.453  0.001
P  0.794  0.921  -2.995  0.001
S  -1.069  1.391  -2.353  0.008
S  1.735  0.039  -1.435  -0.001
O  1.644  2.256  -3.214  0.001
C  2.024  2.933  -4.487  0.000
C  0.796  3.476  -5.113  0.000
H  1.371  -2.755  -5.994  0.000
H  2.367  -2.110  -4.677  0.000
H  2.190  -1.190  -6.273  0.000
H  -0.005  -1.572  -4.085  0.003
H  -0.320  -0.762  -5.599  0.000
H  2.470  2.224  -5.179  0.000
H  2.685  3.776  -4.202  0.000
H  -0.012  2.791  -5.295  0.000
H  1.018  3.846  -6.139  0.000
H  0.316  4.266  -4.508  0.000
C  2.954  1.969  2.313  0.000
Ge  1.441  3.229  2.456  0.000
C  0.349  2.831  4.060  0.000
C  2.180  5.073  2.453  0.000
C  0.156  2.906  1.019  -0.001
H  3.810  2.116  3.039  0.000
H  3.465  2.169  1.347  0.000
H  2.700  0.886  2.291  0.000
H  0.630  3.465  4.891  0.000
H  0.617  1.805  4.390  0.000
H  -0.749  2.876  3.963  0.000
H  2.532  5.319  3.464  0.000
H  1.408  5.764  2.064  0.000
H  3.061  5.110  1.786  0.000
H  0.499  3.197  0.000  0.001
H  -0.787  3.486  1.231  0.001

Forces on the atoms, in the same order (eV/Å):
Tm 0.8 -1.5 -1.1
I 0.3 -0.2 -0.3
C -1.1 2.1 -0.3
C 0.5 -1.0 0.4
C -0.8 1.6 -1.5
I -0.6 0.5 0.0
C -0.2 -0.2 1.4
O -0.2 -1.1 0.3
C 0.6 -0.1 0.2
C -1.2 0.1 0.3
N 0.2 0.3 1.0
C -0.8 -1.0 -0.2
C -1.3 -2.6 1.1
C 1.7 1.7 -1.5
C -1.4 -1.3 0.7
C 1.8 1.5 -0.4
C -2.7 -3.2 0.1
N 1.5 2.8 0.0
C 1.7 0.0 -1.1
H -0.1 -0.3 0.3
H 0.1 -0.8 -0.2
H 1.1 0.5 -0.1
H -0.3 0.5 -0.2
H 0.0 0.3 0.6
H 1.0 0.2 -0.3
H -1.9 -0.2 0.6
H 0.5 0.7 0.2
H 0.1 0.4 -0.1
H 1.7 0.4 -0.3
H -0.3 0.2 -0.4
C 0.3 -0.8 0.1
C 0.3 1.0 -0.4
O -0.8 0.1 1.1
P 0.3 0.2 1.1
S 0.4 -0.2 -0.9
S -0.1 -0.1 -0.5
O 0.9 0.8 -1.3
C -0.9 -0.6 1.3
C -1.1 1.5 -1.1
H -0.1 0.6 0.2
H -0.6 0.6 -0.9
H -0.3 -0.3 0.7
H 0.1 -0.2 0.4
H 0.5 -0.3 0.0
H 0.5 -0.1 0.3
H -0.1 -0.9 -0.1
H -0.1 -0.9 0.2
H 0.1 0.2 0.6
H 0.5 -0.1 -0.3
C 1.5 -0.2 -0.1
Ge -0.9 -0.3 -0.7
C 0.3 -0.6 0.5
C 0.2 -0.2 -0.1
C -0.6 -0.2 -0.2
H -1.1 -0.1 -0.3
H -0.5 -0.1 0.2
H -0.1 0.7 0.2
H 0.0 0.3 0.3
H -0.2 0.4 -0.3
H 0.5 0.1 -0.3
H -0.2 0.3 -0.2
H 0.5 -0.2 0.4
H -0.4 0.0 0.2
H 0.0 0.0 0.5
H 0.8 -0.3 -0.1

Properties
HOMO level (spin up / spin down): -1.13 / -5.18 eV
multiplicity: 4
⟨S²⟩: 3.766
Kohn-Sham gap (spin up / spin down): 3.3 / 7.3 eV
total charge: -1

***

Record 2
C21H32N2O4 | ωB97M-V/def2-TZVPD

Each line ends with the natural charge from an NBO analysis.
Geometry (Å):
C  -0.795  -5.104  3.641  -0.366
C  -0.899  -5.307  2.333  -0.171
C  -1.505  -4.335  1.349  -0.178
C  -2.244  -5.159  0.360  0.285
N  -2.777  -5.847  -0.388  -0.308
C  -2.604  -3.431  2.003  -0.505
C  -2.142  -2.114  2.438  0.288
N  -1.779  -1.163  2.970  -0.316
C  -0.440  -3.542  0.528  -0.420
C  0.926  -3.334  1.151  0.063
C  2.033  -3.680  0.377  -0.231
C  3.323  -3.486  0.840  -0.210
C  3.551  -2.930  2.094  -0.210
C  2.450  -2.601  2.870  -0.189
C  1.158  -2.793  2.409  -0.240
H  -0.026  -5.618  4.204  0.217
H  -1.464  -4.484  4.226  0.197
H  -0.555  -6.253  1.928  0.226
H  -3.103  -3.933  2.826  0.266
H  -3.362  -3.266  1.237  0.269
H  -0.835  -2.581  0.197  0.231
H  -0.273  -4.116  -0.381  0.234
H  1.899  -4.090  -0.617  0.206
H  4.188  -3.757  0.249  0.211
H  4.566  -2.765  2.421  0.214
H  2.622  -2.157  3.842  0.211
H  0.337  -2.491  3.042  0.223
C  2.263  2.845  -0.597  -0.255
O  1.840  2.020  -1.669  -0.556
C  2.571  0.807  -1.765  -0.086
C  1.786  -0.359  -1.207  -0.088
O  1.608  -0.245  0.194  -0.558
C  0.314  0.196  0.565  -0.245
H  1.535  3.647  -0.491  0.190
H  2.316  2.293  0.344  0.181
H  3.241  3.285  -0.818  0.169
H  3.536  0.893  -1.257  0.177
H  2.763  0.627  -2.828  0.182
H  2.348  -1.282  -1.387  0.185
H  0.820  -0.444  -1.716  0.173
H  -0.423  -0.592  0.390  0.153
H  0.020  1.095  0.017  0.177
H  0.330  0.422  1.630  0.204
C  -3.381  5.947  -3.407  -0.253
O  -2.988  4.659  -2.973  -0.552
C  -1.659  4.322  -3.347  -0.088
C  -0.698  4.462  -2.189  -0.096
O  -0.544  5.821  -1.799  -0.554
C  -1.266  6.150  -0.627  -0.253
H  -4.327  6.185  -2.924  0.189
H  -2.644  6.707  -3.133  0.178
H  -3.528  5.959  -4.493  0.166
H  -1.328  4.934  -4.192  0.175
H  -1.670  3.276  -3.669  0.185
H  0.286  4.104  -2.504  0.196
H  -1.025  3.851  -1.342  0.174
H  -0.800  5.692  0.253  0.164
H  -2.309  5.828  -0.693  0.178
H  -1.238  7.232  -0.514  0.189

Forces on the atoms, in the same order (eV/Å):
C -0.1 -0.3 0.1
C 0.0 0.0 0.4
C -1.2 -0.4 0.0
C 0.1 -0.1 0.1
N -0.1 0.1 0.0
C 0.1 0.4 -0.8
C 0.1 -0.4 0.9
N -0.1 0.2 -0.4
C 0.6 -0.2 0.1
C 0.1 -0.1 -0.2
C 0.1 0.0 0.0
C 0.4 0.2 0.3
C -0.5 -0.2 -0.5
C 0.4 0.2 0.2
C -0.1 0.1 0.1
H -0.5 -0.6 0.1
H 0.5 0.8 -0.2
H 0.9 0.4 -0.3
H 0.1 0.0 0.1
H -0.1 0.1 0.0
H -0.3 0.0 0.1
H 0.0 0.0 -0.1
H -0.1 -0.1 0.0
H -0.1 -0.1 -0.2
H 0.0 0.0 0.2
H -0.2 0.0 0.1
H 0.0 0.0 0.0
C 0.0 0.0 0.0
O 0.0 0.0 0.1
C -0.2 0.1 -0.3
C 0.2 -0.2 0.2
O -0.1 0.1 -0.1
C 0.2 0.0 0.0
H 0.0 0.0 -0.1
H 0.0 0.0 0.0
H 0.0 0.0 0.1
H 0.0 0.0 0.0
H 0.0 0.0 0.0
H 0.0 0.0 0.0
H 0.0 0.0 0.0
H -0.1 0.1 0.0
H 0.0 0.0 0.0
H 0.0 -0.1 0.0
C 0.0 0.0 0.0
O 0.1 0.1 0.0
C -0.2 -0.3 0.1
C 0.3 0.2 -0.2
O -0.1 0.0 0.1
C 0.1 0.0 0.0
H 0.0 -0.1 0.0
H 0.0 0.0 0.0
H 0.0 0.1 0.0
H 0.0 0.0 0.0
H 0.0 0.0 0.0
H 0.0 -0.1 0.0
H 0.0 0.0 0.0
H -0.1 0.0 0.0
H 0.0 0.0 0.0
H 0.0 0.0 0.0

Properties
HOMO level: -9.14 eV
Kohn-Sham gap: 9.7 eV
total charge: 0
SMILES: C=C[C@@](C#N)(CC#N)Cc1ccccc1.COCCOC.COCCOC

***

Across the entries above, energy above the lowest of the compared OMol25 structures with the same formula, charge and spin takes the values 1.4682; 6.0620 eV, respectively.